Formula: C4H6N2
Source: OMol25
Level of theory: ωB97M-V/def2-TZVPD

The geometry in XYZ format:
```
12
Properties=species:S:1:pos:R:3:lowdin_charge:R:1
N 0.7569 0.8246 0.9387 0.22
C -0.0918 0.0632 0.3585 -0.31
C -1.0784 -0.0403 -0.7014 -0.05
C -1.1229 -0.9451 0.5462 -0.03
C 1.9457 -0.2382 -1.3141 -0.35
N 2.3405 0.8716 -1.2771 -0.18
H 1.1211 0.5724 1.8525 0.15
H 1.4037 1.3193 0.2735 0.07
H -0.7922 -0.4829 -1.6496 0.10
H -1.7792 0.7930 -0.7612 0.13
H -1.8690 -0.7783 1.3203 0.12
H -0.8350 -1.9848 0.3963 0.12
```

Calculated values
- calculated total energy (eV) = -7221.469
- LUMO level (Ha) = -0.0259